The following is a DFT calculation (wB97M-V/def2-TZVPD) of a molecular structure, C4N2PbS2SbSe4 at a distorted geometry.

CARTESIAN COORDINATES (ANGSTROEM)
Pb1 0.58 -1.85 -1.27
Sb1 3.31 -1.93 0.93
Se1 3.47 0.06 2.37
Se2 5.17 -3.47 1.28
Se3 3.25 -1.20 -1.53
Se4 1.08 -3.16 1.15
S1 0.13 0.36 0.15
S2 -1.64 -0.32 -2.12
N1 -1.85 3.07 1.77
N2 -4.44 2.00 -1.58
C1 -1.35 0.62 -0.70
C2 -2.25 1.59 -0.29
C3 -3.45 1.81 -1.01
C4 -2.01 2.40 0.85

Its HOMO-LUMO gap (alpha / beta) is 5.155 / 4.909 eV. As for the net charge: -1.

natural (NBO) atomic charge list, values in e, 5 entries:
1. Pb 0.818
2. Sb 0.927
3. Se -0.139
4. Se -0.606
5. Se -0.527

***

The following is a DFT calculation (wB97M-V/def2-TZVPD) of a gas-phase ion, C4N3O3S (charge -1) at a distorted geometry.

CARTESIAN COORDINATES (ANGSTROEM)
S1 0.71 -0.65 0.08
O1 0.28 -1.80 -0.65
O2 -0.42 -0.59 1.45
O3 1.98 -0.68 0.73
N1 -1.58 0.84 -2.30
N2 1.74 2.86 -0.06
N3 -2.22 -2.14 1.80
C1 -0.68 0.83 -1.58
C2 1.12 1.93 -0.34
C3 0.40 0.82 -0.73
C4 -1.34 -1.43 1.60

The structure (SMILES) is N#CO[S@](=O)([O-])=C(C#N)C#N. Its HOMO-LUMO gap is 9.123 eV. The energy above the lowest of the compared OMol25 structures with the same formula, charge and spin is 7.3 kcal per mole. As for the net charge: -1.

natural (NBO) atomic charge list, values in e, 5 entries:
1. S 2.345
2. O -0.901
3. O -0.685
4. O -0.896
5. N -0.371

***

The following is a DFT calculation (wB97M-V/def2-TZVPD) of a molecular structure, C4NaO2Rb at a distorted geometry.

CARTESIAN COORDINATES (ANGSTROEM)
Rb1 -0.88 0.49 -4.98
Na1 0.33 -3.17 6.20
O1 0.68 -0.03 -0.75
O2 0.60 -1.66 4.68
C1 0.71 -0.03 0.47
C2 0.78 -0.58 4.07
C3 0.77 0.30 1.68
C4 0.82 0.10 3.01

Its expectation value of S² is 0.770. As for the multiplicity: 2. Its HOMO-LUMO gap (alpha / beta) is 4.655 / 4.426 eV. As for the net charge: +1.

natural (NBO) atomic charge list, values in e, 5 entries:
1. Rb 0.999
2. Na 0.991
3. O -0.619
4. O -0.828
5. C 0.504